This record from the OMol25 dataset describes a 3-piece molecular cluster, C4H8N2O2 overall. The level of theory is ωB97M-V with the def2-TZVPD basis set.

HOMO energy (spin up / spin down) ... -6.198 / -9.905 eV
Frontier orbital gap (spin up / spin down) ... 6.856 / 9.004 eV
LUMO energy (spin up / spin down) ... 0.7 / -0.9 eV
Relative energy (zero: lowest compared OMol25 entry of this formula, charge and spin) ... 0.0 kcal per mole
M ... 116.12 Da
Spin multiplicity ... 3
Net charge ... 0

CARTESIAN COORDINATES (ANGSTROEM)
C (-3.219, -0.349, -3.846)
H (3.173, -0.717, 0.392)
H (-0.114, -1.168, -0.896)
C (-2.137, -0.851, -0.601)
H (-2.231, -1.886, -0.169)
H (2.468, 0.725, 0.165)
C (-0.607, 0.930, -1.476)
O (-3.400, -1.385, -4.252)
O (-2.981, 0.671, -3.412)
H (-3.025, -0.185, -0.646)
H (-0.794, 2.893, -1.525)
C (-0.923, -0.359, -0.954)
H (-1.662, 2.274, -0.196)
N (2.408, -0.140, 0.664)
N (-1.198, 2.001, -1.071)
H (1.596, -0.549, 0.320)



This record from the OMol25 dataset describes a 2-piece molecular cluster, C4H8N2O3P overall. The level of theory is ωB97M-V with the def2-TZVPD basis set.

HOMO energy ... -5.423 eV
Frontier orbital gap ... 8.674 eV
LUMO energy ... 3.3 eV
Relative energy (zero: lowest compared OMol25 entry of this formula, charge and spin) ... 107.3 kcal per mole
M ... 163.09 Da
Spin multiplicity ... 1
Net charge ... -1

CARTESIAN COORDINATES (ANGSTROEM)
H (-0.828, -1.663, 1.884)
C (-0.449, -0.764, -0.052)
H (-0.821, 0.044, 1.994)
P (-3.607, 0.061, 0.223)
O (-1.837, -1.745, -1.670)
H (-1.517, -2.211, 0.249)
O (-3.859, 0.593, 1.601)
H (-1.110, 0.457, -1.516)
H (0.627, 0.746, -1.318)
O (-4.330, -1.204, -0.144)
C (-0.340, -0.788, 1.483)
H (-2.364, 0.223, -0.226)
H (0.724, -0.716, 1.834)
H (-0.657, 1.334, -0.176)
C (-4.136, 1.454, -0.957)
N (-4.411, 2.345, -1.639)
C (-0.256, 0.560, -0.903)
N (-1.297, -1.588, -0.513)



Q: The highest M belongs to which entry?
A: C4H8N2O3P



Q: Which of these has the lowest M?
A: C4H8N2O2



Q: Look up the M of the second one.
A: 163.09 Da